Record 1
Below is a cluster of 2 separate species, C9H14 in total, with properties calculated with wB97M-V/def2-TZVPD.

Last column: Löwdin charge in e.
Cartesian coordinates (Å):
C 0.205 -2.110 -0.319  -0.060
C 0.484 -1.698 2.033  -0.101
C -0.103 -2.413 0.988  -0.095
C -2.086 2.956 -1.058  -0.172
C 1.568 -0.292 0.420  -0.066
C 1.039 -1.030 -0.625  -0.287
C 1.349 -0.671 1.742  -0.092
C 1.485 -0.758 -2.044  -0.048
C -2.768 4.074 -0.268  -0.171
H -2.887 2.276 -1.365  0.062
H -2.099 4.725 0.270  0.055
H -0.132 -2.764 -1.114  0.105
H 0.114 -1.979 3.012  0.099
H 1.027 0.201 -2.341  0.078
H -3.385 4.712 -0.908  0.061
H -3.530 3.598 0.334  0.057
H 0.924 -1.426 -2.701  0.075
H 2.550 -0.559 -2.090  0.080
H -1.508 3.249 -1.929  0.057
H 1.983 0.694 0.252  0.113
H -1.446 2.357 -0.422  0.051
H -0.726 -3.265 1.230  0.100
H 1.793 -0.051 2.504  0.098

Atomic forces in eV per Å
0.523 -0.007 -0.344
-0.908 -0.810 -0.233
0.372 0.000 0.337
-0.544 -0.232 0.160
-0.573 0.251 0.533
0.424 -0.585 -0.229
-0.199 0.775 -0.105
-2.021 1.477 0.539
-0.539 -0.101 -1.031
0.221 -0.016 -0.344
0.174 0.007 0.457
-0.162 0.100 -0.096
0.630 0.272 0.290
0.200 0.086 0.135
0.304 0.061 -0.282
0.175 0.063 0.851
1.149 -0.470 -0.292
0.100 -0.839 -0.523
-0.046 0.246 -0.036
0.660 -0.266 -0.233
0.270 -0.045 0.227
-0.178 0.066 -0.097
-0.032 -0.034 0.317

The value obtained for the total energy is -351.305358 hartree. As for the maximum force: 2.56 eV/Å. The SMILES is Cc1ccccc1.CC. As for the multiplicity: 1. As for the frontier orbital gap: 9.853 eV. The value obtained for the LUMO energy is 0.923 eV. The value obtained for the HOMO energy is -8.9 eV.

***

Record 2
Below is a cluster of 2 separate species, C9H14 in total, with properties calculated with wB97M-V/def2-TZVPD.

Last column: Löwdin charge in e.
Cartesian coordinates (Å):
C 1.679 -1.517 -0.384  -0.281
C 3.225 0.285 0.110  -0.088
C 0.625 -0.608 -0.323  -0.054
C 2.970 -1.059 -0.157  -0.062
C -2.916 1.008 0.666  -0.178
C 2.172 1.185 0.123  -0.101
C -3.966 2.090 0.349  -0.161
C 1.467 -2.982 -0.709  -0.051
C 0.881 0.735 -0.110  -0.094
H -3.468 3.044 0.196  0.057
H -0.390 -0.936 -0.520  0.102
H 2.355 2.222 0.367  0.099
H -4.616 2.204 1.219  0.060
H -2.119 1.392 1.303  0.056
H 0.425 -3.256 -0.570  0.071
H -2.382 0.693 -0.239  0.048
H -4.528 1.814 -0.540  0.059
H 1.746 -3.144 -1.749  0.081
H 0.075 1.457 -0.100  0.089
H 4.247 0.618 0.226  0.100
H -3.374 0.129 1.121  0.062
H 3.801 -1.756 -0.191  0.110
H 2.092 -3.620 -0.088  0.075

Atomic forces in eV per Å
0.018 -0.447 0.215
-0.104 -0.370 -0.385
0.103 -0.030 -0.452
0.271 0.355 0.082
0.207 0.251 -0.510
0.124 -0.011 0.222
0.680 -0.469 0.521
-0.028 0.603 0.018
-0.029 0.284 0.270
-0.083 0.119 -0.219
0.025 -0.060 0.091
-0.030 0.086 -0.166
-0.209 0.060 -0.243
-0.215 -0.047 0.347
-0.067 -0.129 -0.048
-0.278 -0.067 0.017
-0.231 0.142 0.069
-0.077 -0.188 -0.076
-0.109 -0.085 0.007
-0.021 0.038 0.196
0.124 0.005 0.016
-0.076 -0.006 -0.018
0.003 -0.032 0.046

The value obtained for the total energy is -351.324807 hartree. As for the maximum force: 0.98 eV/Å. The SMILES is Cc1ccccc1.CC. As for the multiplicity: 1. As for the frontier orbital gap: 10.073 eV. The value obtained for the LUMO energy is 1.030 eV. The value obtained for the HOMO energy is -9.0 eV.

***

Record 3
Below is a cluster of 2 separate species, C9H14 in total, with properties calculated with wB97M-V/def2-TZVPD.

Last column: Löwdin charge in e.
Cartesian coordinates (Å):
C -2.168 1.199 3.024  -0.069
C -1.087 0.438 2.361  -0.307
C 0.246 -0.015 0.420  -0.084
C 1.266 -0.590 1.187  -0.082
C 0.337 0.046 -3.566  -0.159
C -0.876 0.594 0.985  -0.041
C 0.922 -0.825 2.505  -0.097
C -0.236 -0.340 3.134  -0.044
C 1.480 -0.783 -4.170  -0.159
H -2.691 0.548 3.728  0.081
H 2.200 -0.932 0.773  0.098
H 1.633 -1.389 3.097  0.098
H 0.440 0.081 -2.485  0.016
H -0.482 -0.563 4.161  0.109
H 2.002 -1.359 -3.410  0.057
H 0.319 1.083 -3.897  0.065
H -0.633 -0.425 -3.706  0.064
H -2.972 1.564 2.374  0.077
H 1.105 -1.399 -4.987  0.059
H -1.728 2.120 3.414  0.090
H 0.163 -0.090 -0.656  0.065
H 2.251 -0.153 -4.621  0.059
H -1.492 1.191 0.335  0.107

Atomic forces in eV per Å
-1.070 0.330 -0.125
-0.304 0.638 -0.644
-0.464 0.265 -0.503
-1.756 0.005 -0.194
0.194 -0.189 0.560
1.416 -1.021 0.840
0.657 -0.076 1.345
0.585 -0.210 -1.638
0.039 0.627 -0.369
0.270 0.477 0.592
-0.030 -0.197 -0.120
-0.007 -0.001 0.168
0.179 0.173 0.022
0.174 0.038 0.117
-0.201 -0.385 -0.086
-0.130 -0.116 -0.241
-0.087 0.101 -0.341
0.309 -0.255 -0.381
0.139 -0.307 0.187
-0.217 -0.252 0.710
0.928 0.307 -0.101
-0.113 0.116 0.084
-0.512 -0.065 0.117

The value obtained for the total energy is -351.301425 hartree. As for the maximum force: 1.94 eV/Å. The SMILES is Cc1ccccc1.CC. As for the multiplicity: 1. As for the frontier orbital gap: 10.025 eV. The value obtained for the LUMO energy is 1.014 eV. The value obtained for the HOMO energy is -9.0 eV.